Molecular formula: C4H3Cl2O2P
Method: DFT, wB97M-V/def2-TZVPD

Calculated values
LUMO (alpha / beta) = -2.4 / -1.4 eV
Energy above the lowest of the compared OMol25 structures with the same formula, charge and spin = 9.7 kcal per mole
Kohn-Sham gap (alpha / beta) = 7.065 / 7.750 eV
Electronic energy = -1566.313369 Eh

Bonds (Å) are listed after each position.
Cartesian coordinates (Å):
1 C -0.881 1.827 0.540  C2 1.378, C4 1.404, H10 1.116
2 C -0.028 0.864 1.034  C1 1.378, O6 1.344, H11 1.075
3 C 0.511 1.039 -1.058  C4 1.364, O6 1.346, H12 1.075
4 C -0.558 1.854 -0.826  C1 1.404, C3 1.364
5 O -0.759 -2.856 -1.194  P7 1.417
6 O 0.799 0.392 0.086  C2 1.344, C3 1.346
7 P 0.113 -1.969 -0.514  O5 1.417, Cl8 2.018, Cl9 2.083
8 Cl 2.011 -2.654 -0.547  P7 2.018
9 Cl -0.313 -1.882 1.524  P7 2.083
10 H -1.833 2.232 0.959  C1 1.116
11 H -0.183 0.281 1.924  C2 1.075
12 H 1.120 0.871 -1.928  C3 1.075